(1)
An isolated molecule of C4H10O4, computed with ωB97M-V/def2-TZVPD.

```
18
Properties=species:S:1:pos:R:3:forces:R:3
C -0.9468 -0.4520 0.0565 -0.11 -0.06 0.18
C 0.2327 0.5610 -0.2740 -0.21 -0.16 -0.10
C 2.0493 -0.9305 -0.3720 0.31 -0.29 -0.09
C -0.0649 1.9686 0.2703 -0.18 -0.39 -0.31
O 1.5175 0.2525 0.1797 -0.20 -0.30 0.49
O -0.6278 -1.8074 0.2683 0.92 0.17 -0.09
O -1.7320 -0.3502 -1.0762 -0.70 0.33 -0.11
O -1.7011 -0.0498 1.1664 -0.51 0.19 0.05
H -2.6160 -0.6979 -0.8931 0.08 0.10 0.07
H -1.1200 -0.0133 1.9338 0.05 -0.08 0.02
H -1.4567 -2.2771 0.4293 0.05 0.18 0.07
H 0.2186 0.5630 -1.3694 0.16 0.04 -0.01
H 2.1255 -0.8493 -1.4628 0.03 0.01 0.00
H 3.0434 -1.0459 0.0573 0.01 -0.02 -0.10
H 1.4383 -1.7980 -0.1222 0.21 0.06 -0.07
H -1.0999 2.0720 0.5799 -0.01 0.09 -0.06
H 0.5909 2.1432 1.1194 -0.02 0.02 0.10
H 0.1490 2.7112 -0.4912 0.10 0.10 -0.04
```
Positions in Å, forces in eV/Å.

As for the net charge: 0. The LUMO energy comes out at 0.581 eV. The energy relative to the best compared isomer or geometry (same formula, charge and spin) is 115.5 kJ/mol. As for the HOMO-LUMO gap: 10.339 eV. The calculation puts the total energy at -459.34479 a.u. As for the structure (SMILES): CO[C@H](C)C(O)(O)O.

---

(2)
An isolated molecule of C4H10OS at a distorted geometry, computed with ωB97M-V/def2-TZVPD.

```
16
Properties=species:S:1:pos:R:3:forces:R:3
C -1.4304 1.2779 -1.4460 -1.33 0.89 0.03
C -0.3885 -0.3062 -0.1119 -0.97 1.81 1.00
C -0.1863 -1.7362 0.2131 -0.46 -1.24 0.46
C 1.9024 0.3756 1.2108 0.09 0.65 -1.60
H -0.8434 1.6236 -2.2962 0.15 0.09 0.10
H -2.4995 1.5262 -1.6402 0.57 -0.55 -0.04
H -1.1675 1.8039 -0.5308 0.08 0.51 -0.20
H -0.8947 0.2019 0.8137 0.88 -0.70 -1.24
H -1.2088 -2.1252 0.3930 0.61 -0.19 0.12
H 0.2796 -2.3406 -0.5701 -0.10 0.35 -0.16
H 0.4464 -1.8705 1.1223 -0.72 0.23 -0.58
H 2.2655 -0.6278 1.3254 0.25 -0.38 0.05
H 1.1253 0.5799 1.9147 -0.31 0.24 0.70
H 2.7260 1.0974 1.2827 -0.33 -0.25 0.10
O -1.2508 -0.0886 -1.2136 0.17 -1.22 0.23
S 1.1247 0.6089 -0.4670 1.40 -0.23 1.02
```
Positions in Å, forces in eV/Å.

As for the net charge: 0. The LUMO energy comes out at 0.926 eV. The energy relative to the best compared isomer or geometry (same formula, charge and spin) is 90.0 kJ/mol. As for the HOMO-LUMO gap: 9.550 eV. The calculation puts the total energy at -631.79040 a.u. As for the structure (SMILES): CO[C@@H](C)SC.

---

(3)
A cluster of 2 separate species, C4H10OS in total at a distorted geometry, computed with ωB97M-V/def2-TZVPD.

```
16
Properties=species:S:1:pos:R:3:forces:R:3
C 1.5796 -0.4859 -1.6328 -0.06 -0.02 0.67
S 0.9637 0.4522 -3.0372 -0.10 -0.27 0.19
C -0.7862 0.4275 -2.6204 -0.45 0.46 -1.16
H 1.0351 -1.4249 -1.5441 0.32 -0.27 -0.35
H 1.4581 -0.0360 -0.6397 -0.08 0.52 -0.35
H 2.6491 -0.6193 -1.7758 -0.03 -0.32 -0.10
H -1.3483 0.6308 -3.5374 0.28 0.31 -0.12
H -1.1914 -0.5533 -2.3720 0.40 0.06 0.74
H -0.9947 1.2644 -1.9596 -0.29 -0.47 0.50
C -1.5563 0.5062 2.8738 -0.86 -0.38 -0.83
C -0.7638 0.0635 3.8291 0.91 0.21 -0.26
O -0.4952 -1.2684 4.0189 -0.31 0.53 -0.60
H -2.0211 1.4766 2.8490 0.68 0.47 0.08
H -1.8567 -0.1333 2.0485 -0.38 -0.37 0.48
H -0.0977 0.7506 4.3532 -0.66 -0.08 0.71
H 0.3574 -1.3057 4.4334 0.62 -0.38 0.40
```
Positions in Å, forces in eV/Å.

As for the net charge: 0. The LUMO energy comes out at 0.724 eV. The energy relative to the best compared isomer or geometry (same formula, charge and spin) is 152.2 kJ/mol. As for the HOMO-LUMO gap: 9.214 eV. The calculation puts the total energy at -631.76672 a.u. As for the structure (SMILES): C=CO.CSC.